{
  "formula": "C34H59ClN2O2SiSn",
  "method": "wB97M-V/def2-TZVPD",
  "elements": ["O", "O", "C", "C", "H", "H", "H", "H", "H", "C", "C", "H", "H", "H", "H", "H", "C", "C", "C", "H", "H", "H", "H", "H", "C", "H", "H", "H", "H", "H", "H", "N", "C", "C", "C", "C", "H", "H", "H", "C", "H", "H", "H", "N", "C", "C", "C", "C", "H", "C", "H", "C", "H", "C", "C", "C", "C", "C", "C", "H", "C", "H", "C", "H", "C", "C", "Sn", "H", "H", "H", "H", "H", "H", "H", "H", "H", "H", "H", "H", "H", "C", "Si", "H", "H", "C", "C", "C", "H", "H", "H", "H", "H", "H", "H", "H", "H", "Cl", "C", "H", "H"],
  "positions_angstrom": [[1.19, 3.20, 1.47], [2.35, 3.25, -0.39], [0.00, 3.95, 1.92], [-1.05, 3.03, 2.43], [-0.32, 4.45, 1.00], [0.29, 4.71, 2.66], [-1.29, 2.21, 1.76], [-1.91, 3.68, 2.54], [-0.80, 2.59, 3.41], [1.70, 2.19, 2.39], [2.90, 2.81, 3.06], [1.91, 1.29, 1.80], [0.86, 1.95, 3.06], [3.67, 3.11, 2.34], [3.42, 2.20, 3.79], [2.57, 3.73, 3.58], [3.36, 2.38, -0.99], [2.18, 4.58, -0.98], [3.32, 1.00, -0.42], [4.33, 2.88, -0.84], [3.15, 2.36, -2.06], [3.50, 0.93, 0.64], [4.11, 0.41, -0.91], [2.35, 0.51, -0.63], [2.96, 5.57, -0.14], [1.09, 4.75, -0.96], [2.51, 4.50, -2.02], [2.60, 5.68, 0.89], [2.87, 6.55, -0.61], [4.04, 5.31, -0.09], [2.13, 3.42, 0.66], [-1.49, -2.23, 1.50], [-1.61, -3.58, 1.54], [-1.35, -4.42, 0.45], [-0.61, -4.14, -0.73], [-2.07, -4.20, 2.83], [-2.96, -3.68, 3.24], [-1.27, -4.21, 3.59], [-2.35, -5.24, 2.63], [-0.08, -5.24, -1.59], [1.02, -5.18, -1.67], [-0.50, -5.17, -2.62], [-0.36, -6.21, -1.15], [-0.39, -2.90, -1.19], [-1.43, -1.43, 2.71], [-2.57, -0.73, 3.16], [-3.88, -0.84, 2.43], [-2.50, 0.03, 4.33], [-3.37, 0.59, 4.65], [-1.32, 0.08, 5.06], [-1.25, 0.73, 5.94], [-0.20, -0.65, 4.66], [0.71, -0.61, 5.24], [-0.23, -1.41, 3.49], [0.94, -2.26, 3.10], [0.45, -2.61, -2.30], [-0.13, -2.35, -3.55], [-1.57, -2.75, -3.82], [0.64, -1.78, -4.56], [0.18, -1.58, -5.55], [1.99, -1.49, -4.33], [2.61, -1.04, -5.13], [2.58, -1.80, -3.09], [3.66, -1.64, -2.91], [1.81, -2.36, -2.07], [2.43, -2.71, -0.75], [-1.91, -1.43, -0.50], [-3.93, -0.12, 1.60], [-4.69, -0.58, 3.12], [-4.08, -1.84, 2.04], [1.17, -2.14, 2.03], [0.77, -3.33, 3.31], [1.82, -1.96, 3.67], [-2.00, -2.15, -4.63], [-2.24, -2.65, -2.94], [-1.60, -3.81, -4.10], [2.22, -3.75, -0.47], [2.10, -2.06, 0.08], [3.52, -2.59, -0.83], [-1.62, -5.46, 0.60], [-0.97, 0.25, -1.00], [-1.27, 1.49, -2.45], [0.11, -0.04, -1.09], [-1.02, 0.87, -0.07], [-1.51, 3.22, -1.73], [-2.64, 0.92, -3.57], [0.39, 1.76, -3.33], [0.20, 1.67, -4.42], [1.19, 1.04, -3.05], [0.75, 2.78, -3.10], [-2.57, 3.40, -1.52], [-1.18, 3.90, -2.53], [-0.89, 3.45, -0.84], [-3.61, 0.96, -3.05], [-2.49, -0.12, -3.93], [-2.69, 1.59, -4.44], [-4.45, -3.33, -0.88], [-3.92, -1.68, -1.14], [-3.98, -1.44, -2.20], [-4.54, -0.99, -0.56]],
  "lowdin_charge": [-0.201, -0.133, -0.187, -0.072, 0.109, 0.129, 0.076, 0.093, 0.075, -0.178, -0.044, 0.112, 0.103, 0.078, 0.087, 0.090, -0.153, -0.168, -0.047, 0.133, 0.121, 0.065, 0.100, 0.076, -0.044, 0.123, 0.131, 0.089, 0.088, 0.093, 0.060, -0.091, -0.428, -0.092, -0.416, -0.048, 0.077, 0.070, 0.074, -0.049, 0.074, 0.073, 0.078, -0.070, -0.197, -0.226, -0.086, -0.069, 0.103, -0.122, 0.098, -0.079, 0.099, -0.222, -0.043, -0.237, -0.210, -0.042, -0.057, 0.117, -0.106, 0.100, -0.072, 0.106, -0.230, -0.038, 1.168, 0.043, 0.074, 0.073, 0.060, 0.085, 0.070, 0.071, 0.032, 0.084, 0.080, 0.061, 0.076, 0.094, -0.417, 0.453, -0.010, -0.027, -0.200, -0.183, -0.176, 0.031, 0.013, 0.007, 0.023, 0.019, 0.004, 0.030, 0.015, 0.035, 0.497, -0.798, -0.022, -0.011],
  "homo_energy_ev": [-2.26, -3.37],
  "de_lowest_kcal_mol": 168.1,
  "orbital_gap_ev": [2.07, 3.13],
  "lumo_ev": [-0.196, -0.239],
  "total_energy_ev": -69515.21424
}